The following is a DFT calculation (ωB97M-V/def2-TZVPD) of C23H43N2O2P3Sm as an isolated structure in a non-equilibrium geometry.

Its energy relative to the best compared isomer or geometry (same formula, charge and spin) is 0.00 kcal/mol. For the HOMO energy (spin up / spin down), the calculation gives -15.52 / -15.92 eV. The value obtained for the orbital gap (spin up / spin down) is 3.3 / 3.8 eV. Its spin multiplicity is 6. The calculation puts the lowest unoccupied orbital energy (spin up / spin down) at -12.2 / -12.1 eV. Its total charge is +3.

Cartesian coordinates (Å):
Sm (0.4383, -0.5565, 1.3371)
P (1.9013, 2.0542, 1.0513)
P (-0.8137, 1.9626, -1.4174)
P (1.9431, -0.0113, -1.8757)
H (-1.0415, -4.3087, 2.6898)
C (0.0589, -4.2974, 2.6821)
C (0.8028, -3.2481, 3.0810)
H (0.4560, -2.5088, 3.8445)
C (1.5512, 2.8665, 2.6399)
C (2.0852, 3.5651, 0.0580)
C (3.6450, 1.5666, 1.1928)
C (-2.0715, 1.0520, -2.4250)
C (-1.8836, 3.1916, -0.6268)
C (0.0281, 2.9964, -2.6985)
C (3.0532, -1.4217, -1.5230)
C (3.2331, 1.1054, -2.5998)
C (1.1665, -0.7880, -3.3655)
H (0.4859, -5.3022, 2.4744)
H (1.8904, -3.1965, 2.7859)
H (1.4434, 2.1486, 3.4546)
H (0.6231, 3.4398, 2.5598)
H (2.3537, 3.5584, 2.8935)
H (1.1468, 4.1413, 0.0485)
H (2.4138, 3.3677, -0.9723)
H (2.8520, 4.2042, 0.5282)
H (3.7535, 0.5885, 1.6779)
H (4.1791, 2.2869, 1.8194)
H (4.1458, 1.5274, 0.2217)
H (-2.3188, 1.6000, -3.3482)
H (-2.9763, 0.9089, -1.8160)
H (-1.6754, 0.0555, -2.6656)
H (-2.5181, 3.6893, -1.3706)
H (-1.2513, 3.9397, -0.1362)
H (-2.5032, 2.7244, 0.1430)
H (-0.6244, 3.1219, -3.5740)
H (0.9912, 2.5565, -3.0080)
H (0.2154, 3.9861, -2.2583)
H (3.7773, -1.4885, -2.3525)
H (2.4617, -2.3490, -1.4743)
H (3.5639, -1.2503, -0.5616)
H (4.0729, 0.4852, -2.9364)
H (3.6166, 1.8063, -1.8475)
H (2.8556, 1.6747, -3.4555)
H (1.9282, -1.3907, -3.8846)
H (0.7420, -0.0439, -4.0523)
H (0.3515, -1.4342, -3.0092)
C (0.3864, -3.5656, -0.0494)
C (-0.4758, -4.4149, -0.7952)
C (0.1002, -5.6711, -1.0752)
C (1.4879, -5.9510, -1.0376)
C (2.2303, -5.1826, -0.1407)
C (1.7783, -3.8962, 0.0950)
O (-0.1153, -2.5569, 0.6386)
H (-0.2867, -0.5779, -0.6473)
H (-1.5300, -4.1519, -0.9928)
H (-0.5072, -6.5555, -1.2802)
H (1.9632, -6.7245, -1.6819)
H (3.1502, -5.5579, 0.3195)
H (2.4445, -3.0722, 0.4498)
N (-5.9570, 2.8276, 2.8025)
C (-5.7276, 1.8263, 1.8956)
O (-6.6659, 1.3234, 1.2852)
C (-4.3298, 1.3197, 1.7453)
C (-3.2742, 1.6714, 2.5857)
C (-2.0350, 1.0914, 2.3925)
N (-1.8196, 0.1218, 1.4678)
C (-2.8695, -0.3011, 0.6991)
C (-4.1244, 0.2930, 0.7981)
H (-6.9106, 3.1039, 2.9142)
H (-5.2463, 3.4311, 3.1877)
H (-3.4486, 2.3960, 3.3746)
H (-1.1779, 1.3680, 2.9945)
H (-2.6689, -1.1190, -0.0025)
H (-4.9196, -0.0515, 0.1282)

***

The following is a DFT calculation (ωB97M-V/def2-TZVPD) of a single C3H6ClFIN molecule in a non-equilibrium geometry.

Its energy relative to the best compared isomer or geometry (same formula, charge and spin) is 1.39 kcal/mol. For the HOMO energy, the calculation gives -9.52 eV. The value obtained for the orbital gap is 9.8 eV. Its spin multiplicity is 1. The calculation puts the lowest unoccupied orbital energy at 0.3 eV. As for the SMILES: C[C@](F)(I)CNCl.

Cartesian coordinates (Å):
C (-1.0936, 0.5034, 0.9245)
C (0.0215, -0.5524, 1.0287)
F (-0.4298, -1.7961, 1.3466)
I (1.5129, -0.0424, 2.5985)
C (0.8750, -0.5457, -0.4459)
N (-0.1686, -0.7011, -1.4510)
Cl (-0.0940, 0.5760, -2.6329)
H (-1.3565, 0.4782, 1.9794)
H (-1.7530, 0.2928, 0.0940)
H (-0.7840, 1.5669, 0.7142)
H (1.0969, 0.4343, -0.4000)
H (1.5147, -1.4175, -0.4205)
H (0.0163, -1.5656, -1.9765)

***

The following is a DFT calculation (ωB97M-V/def2-TZVPD) of C5H9N as an isolated structure.

Its energy relative to the best compared isomer or geometry (same formula, charge and spin) is 141.91 kcal/mol. For the HOMO energy, the calculation gives -8.27 eV. The value obtained for the orbital gap is 8.1 eV. Its spin multiplicity is 1. The calculation puts the lowest unoccupied orbital energy at -0.1 eV.

Cartesian coordinates (Å):
C (0.1707, -1.2829, -0.3505)
C (2.1138, -0.2761, 0.0221)
C (0.7980, -0.1734, 0.4136)
N (-0.2612, 1.2915, 0.0175)
C (-1.5861, 1.0992, 0.6401)
C (-1.2482, 0.7365, -0.7313)
H (0.5636, -1.4877, -1.3467)
H (-0.1317, -2.1946, 0.1748)
H (2.9460, -0.1627, 0.7079)
H (2.3755, -0.4015, -1.0216)
H (0.6426, -0.1970, 1.4889)
H (-1.7005, 0.2571, 1.3244)
H (-2.1558, 1.9841, 0.9354)
H (-1.5600, 1.0573, -1.7234)
H (-0.9900, -0.5618, -0.7119)

***

The following is a DFT calculation (ωB97M-V/def2-TZVPD) of a 2-piece molecular cluster, C3H9NS overall in a non-equilibrium geometry.

Its energy relative to the best compared isomer or geometry (same formula, charge and spin) is 29.85 kcal/mol. For the HOMO energy, the calculation gives -8.18 eV. The value obtained for the orbital gap is 9.0 eV. Its spin multiplicity is 1. The calculation puts the lowest unoccupied orbital energy at 0.8 eV. As for the SMILES: C/C=C/N.S.

Cartesian coordinates (Å):
C (-1.3718, -1.5902, -0.9470)
C (-0.0788, -0.9114, -0.6123)
C (0.0077, 0.4031, -0.4102)
N (1.2614, 1.0422, -0.1275)
H (-2.1970, -0.9461, -0.6367)
H (-1.4836, -1.7424, -2.0200)
H (-1.4617, -2.5466, -0.4340)
H (0.8374, -1.4669, -0.4244)
H (-0.8773, 1.0204, -0.3307)
H (2.0096, 0.3583, -0.1396)
H (1.4801, 1.8301, -0.7188)
S (0.8015, 2.0770, 2.6371)
H (0.0846, 0.9784, 2.9682)
H (0.9881, 1.4940, 1.1959)

***

The following is a DFT calculation (ωB97M-V/def2-TZVPD) of a single C4H8N2O molecule in a non-equilibrium geometry.

Its energy relative to the best compared isomer or geometry (same formula, charge and spin) is 33.79 kcal/mol. For the HOMO energy, the calculation gives -10.49 eV. The value obtained for the orbital gap is 11.1 eV. Its spin multiplicity is 1. The calculation puts the lowest unoccupied orbital energy at 0.6 eV. As for the SMILES: C[C@](O)(C#N)CN.

Cartesian coordinates (Å):
C (-1.2237, 0.0925, -1.1609)
C (-0.5782, -0.0641, 0.2269)
O (-0.6080, -1.4076, 0.6259)
C (-1.3680, 0.7384, 1.1947)
N (-1.9466, 1.4144, 1.9337)
C (0.9006, 0.4419, 0.3478)
N (1.8171, -0.6425, 0.0116)
H (-2.3065, -0.0384, -1.0695)
H (-0.8531, -0.6937, -1.8253)
H (-1.0350, 1.0747, -1.6072)
H (0.2995, -1.7150, 0.4069)
H (1.0593, 0.7123, 1.3955)
H (1.0499, 1.3495, -0.2497)
H (2.5725, -0.7140, 0.6823)
H (2.2203, -0.5484, -0.9126)